{
  "formula": "C38H51N7O9S5SbSi3Zr",
  "method": "ωB97M-V/def2-TZVPD",
  "symbols": ["Zr", "N", "C", "C", "O", "N", "C", "C", "O", "O", "H", "H", "H", "H", "H", "H", "O", "S", "O", "O", "C", "C", "C", "C", "C", "C", "S", "O", "O", "O", "H", "H", "H", "H", "C", "C", "N", "C", "C", "C", "C", "C", "C", "C", "C", "N", "C", "N", "H", "H", "H", "H", "H", "H", "H", "H", "H", "S", "C", "S", "C", "N", "N", "C", "C", "C", "C", "C", "C", "S", "H", "H", "H", "H", "H", "C", "Si", "C", "C", "Sb", "Si", "C", "C", "C", "Si", "C", "C", "C", "H", "H", "H", "H", "H", "H", "H", "H", "H", "H", "H", "H", "H", "H", "H", "H", "H", "H", "H", "H", "H", "H", "H", "H", "H", "H", "H"],
  "coordinates": [[0.07771, -0.17859, 0.57616], [-0.62161, 1.54890, -0.83902], [0.02904, 1.59076, -2.15795], [1.30712, 0.78460, -2.13154], [1.90525, 0.55177, -3.18252], [1.66821, 0.39717, -0.89418], [2.91330, -0.34763, -0.83405], [2.88856, -1.12598, 0.47154], [3.86092, -1.32041, 1.15575], [1.65472, -1.53124, 0.73017], [-1.63090, 1.52509, -0.95740], [-0.46413, 2.46648, -0.37015], [0.28026, 2.61770, -2.43558], [-0.62973, 1.17784, -2.92256], [3.79804, 0.29330, -0.87306], [2.98297, -1.05109, -1.67048], [-1.46151, 1.03536, 1.74284], [-2.78869, 0.49522, 1.35007], [-3.82156, 1.47055, 1.19550], [-2.52800, -0.34496, 0.17081], [-3.23854, -0.49539, 2.77323], [-4.50960, -0.26599, 3.27402], [-4.92561, -0.87227, 4.45271], [-4.06077, -1.69774, 5.14431], [-2.78598, -1.93881, 4.64658], [-2.36385, -1.34707, 3.46747], [-0.74106, -1.84753, 2.88660], [-0.40327, -3.02163, 3.62602], [0.19469, -0.72013, 2.96959], [-0.95707, -2.04363, 1.42782], [-5.15528, 0.41960, 2.74418], [-5.92238, -0.68185, 4.82860], [-4.37106, -2.16601, 6.06941], [-2.10800, -2.60715, 5.15783], [3.19426, 2.87693, 2.18152], [2.38213, 2.09860, 1.38477], [1.20321, 1.59472, 1.79797], [0.83398, 1.88556, 3.04738], [1.57332, 2.66967, 3.92077], [2.79239, 3.15988, 3.47397], [1.15101, 2.85131, 5.31848], [-0.06296, 2.88126, 5.87556], [-1.39098, 2.86565, 5.23783], [-2.51110, 2.50411, 5.98365], [-3.72456, 2.48117, 5.32276], [-3.85161, 2.80493, 4.03790], [-2.72613, 3.16648, 3.42227], [-1.51382, 3.21250, 3.95672], [4.12188, 3.26112, 1.77936], [2.66494, 1.87388, 0.37039], [-0.10574, 1.48758, 3.36331], [3.41516, 3.76171, 4.12588], [1.98696, 2.91505, 6.01014], [-0.09713, 2.90979, 6.95974], [-2.43024, 2.23308, 7.02783], [-4.63313, 2.19031, 5.84138], [-2.79248, 3.43916, 2.37446], [4.67313, 6.18846, 0.96259], [3.18309, 5.62698, 0.44039], [1.71790, 5.84831, 1.32976], [0.82619, 4.85975, 0.18254], [1.57432, 4.44153, -0.79444], [2.87918, 4.89612, -0.65122], [3.77564, 4.48841, -1.68373], [3.59774, 3.23624, -2.25630], [4.41637, 2.82378, -3.29653], [5.41880, 3.66209, -3.76000], [5.58145, 4.91853, -3.19182], [4.75888, 5.34504, -2.16108], [-0.82528, 4.55085, 0.44375], [2.79015, 2.60709, -1.91083], [4.23902, 1.85272, -3.74063], [6.06327, 3.34651, -4.57064], [6.35267, 5.58337, -3.56013], [4.88187, 6.32358, -1.72325], [-3.32414, -3.56918, 0.25093], [-1.84060, -4.19026, -0.71591], [-2.48860, -5.42907, -1.97508], [-0.59871, -5.09073, 0.35331], [-0.55000, -2.24376, -1.80068], [-1.88787, -1.49650, -3.84472], [-3.20855, -0.31776, -3.22347], [-0.72281, -0.67061, -5.05986], [-2.72418, -2.91805, -4.73934], [1.38141, -3.59802, -2.81382], [0.71333, -5.20181, -3.53533], [2.59710, -4.03247, -1.45704], [2.20433, -2.64280, -4.19135], [-3.26163, -3.91716, 1.28517], [-4.24561, -3.95787, -0.18908], [-3.37272, -2.48233, 0.27023], [-3.17661, -6.10355, -1.45501], [-1.69293, -6.03193, -2.41127], [-3.04120, -4.95682, -2.78744], [-1.10627, -5.87443, 0.92413], [-0.10419, -4.42304, 1.05838], [0.16266, -5.57000, -0.26672], [-2.88487, 0.24681, -2.34868], [-4.09823, -0.87504, -2.92155], [-3.49742, 0.38734, -4.00723], [0.15807, -0.21734, -4.60069], [-1.25446, 0.10254, -5.62195], [-0.37028, -1.41701, -5.77648], [-3.51961, -3.36271, -4.14010], [-2.00934, -3.70174, -4.99763], [-3.16959, -2.55149, -5.66931], [0.56529, -5.95530, -2.75957], [1.43677, -5.59818, -4.25421], [-0.23536, -5.06005, -4.05523], [2.10675, -4.18794, -0.49552], [3.34956, -3.25660, -1.31474], [3.12035, -4.95376, -1.73074], [1.60662, -2.69836, -5.10416], [3.18257, -3.08607, -4.40213], [2.34499, -1.58999, -3.94126]],
  "forces_ev_per_angstrom": [[0.4, 0.1, 0.0], [0.1, 0.1, -0.1], [0.0, 0.0, 0.0], [-0.3, 0.1, 0.0], [0.2, 0.0, 0.1], [-0.3, -0.3, -0.2], [0.0, 0.0, 0.1], [0.0, 0.2, -0.4], [0.0, -0.3, 0.0], [-0.1, 0.4, 0.6], [0.0, 0.0, 0.0], [-0.1, -0.2, 0.1], [0.0, 0.0, 0.0], [0.0, 0.0, 0.0], [0.0, 0.0, 0.0], [0.0, 0.0, 0.0], [0.0, -0.1, -0.1], [0.0, -0.2, -0.1], [0.0, -0.1, -0.1], [0.0, 0.0, 0.0], [0.0, 0.0, 0.0], [0.0, 0.0, 0.0], [0.0, 0.0, 0.0], [0.0, 0.0, 0.0], [0.0, 0.0, 0.0], [0.0, 0.0, 0.0], [-0.1, -0.1, -0.2], [0.0, 0.0, 0.0], [-0.2, 0.0, 0.1], [0.1, 0.0, -0.1], [0.0, 0.0, 0.0], [0.0, 0.0, 0.0], [0.0, 0.0, 0.0], [0.0, 0.0, 0.0], [0.0, 0.0, -0.1], [-0.1, 0.1, -0.1], [0.6, -0.2, 0.1], [-0.2, 0.2, -0.2], [0.0, -0.1, 0.0], [0.0, 0.0, 0.1], [0.1, 0.0, 0.0], [0.0, 0.0, 0.0], [0.0, 0.0, 0.0], [0.0, -0.1, 0.0], [0.0, 0.0, 0.0], [0.0, 0.0, 0.1], [0.0, 0.1, 0.0], [0.0, 0.1, 0.2], [0.0, 0.0, 0.0], [0.0, 0.0, 0.0], [0.0, -0.1, 0.1], [0.0, 0.0, 0.0], [0.0, 0.1, 0.0], [0.0, 0.1, 0.0], [0.0, 0.0, 0.0], [0.0, 0.0, 0.0], [0.0, 0.0, 0.1], [-0.1, 0.0, 0.0], [0.1, 0.0, -0.1], [0.0, 0.0, 0.0], [-0.2, 0.1, 0.2], [0.0, -0.1, 0.0], [0.1, 0.0, 0.0], [0.0, 0.0, 0.0], [-0.1, 0.0, 0.0], [-0.1, 0.0, 0.1], [0.0, 0.0, 0.0], [0.0, 0.0, 0.0], [0.0, 0.0, 0.0], [0.0, -0.1, -0.1], [0.1, 0.1, 0.0], [0.0, 0.0, 0.0], [0.0, 0.0, 0.0], [0.0, 0.0, 0.0], [0.0, 0.0, 0.0], [0.0, 0.0, 0.0], [0.0, 0.0, -0.1], [0.0, 0.0, 0.0], [0.0, 0.0, 0.0], [0.0, 0.0, 0.1], [0.0, 0.0, 0.0], [0.0, 0.0, 0.0], [0.0, 0.0, 0.0], [0.0, 0.0, 0.0], [-0.1, 0.0, 0.0], [0.0, 0.0, 0.0], [0.0, 0.0, 0.0], [0.0, 0.0, 0.0], [0.0, 0.0, 0.0], [0.0, 0.0, 0.0], [0.0, 0.0, 0.0], [0.0, 0.0, 0.0], [0.0, 0.0, 0.0], [0.0, 0.0, 0.0], [0.0, 0.0, 0.0], [0.0, 0.0, 0.0], [0.0, 0.0, 0.0], [0.0, 0.0, 0.0], [0.0, 0.0, 0.0], [0.0, 0.0, 0.0], [0.0, 0.0, 0.0], [0.0, 0.0, 0.0], [0.0, 0.0, 0.0], [0.0, 0.0, 0.0], [0.0, 0.0, 0.0], [0.0, 0.0, 0.0], [0.0, 0.0, 0.0], [0.0, 0.0, 0.0], [0.0, 0.0, 0.0], [0.0, 0.0, 0.0], [0.0, 0.0, 0.0], [0.0, 0.0, 0.0], [0.0, 0.0, 0.0], [0.0, 0.0, 0.0], [0.0, 0.0, 0.0]],
  "mulliken_charge": [-1.36, 0.15, -0.57, -0.77, -0.84, 3.16, -0.28, 0.47, -0.77, -0.52, 0.52, -1.13, 0.33, 0.15, 0.33, -0.23, 0.65, 2.00, -0.77, -0.69, 0.21, -1.01, -0.59, -0.73, -0.81, -0.11, 1.87, -0.77, -0.54, -0.22, 0.44, 0.45, 0.42, 0.60, -1.43, -0.21, 2.06, -1.07, 0.61, -1.07, -1.12, -0.93, 1.36, -0.79, -0.26, -0.46, -0.62, -0.23, 0.70, 0.47, 0.62, 0.46, 0.40, 0.33, 0.40, 0.42, 0.63, -0.35, 0.13, -0.14, 0.20, -0.59, 0.51, -0.60, 0.94, -0.60, -0.62, -0.67, -0.43, -0.43, 0.00, 0.49, 0.40, 0.35, 0.41, -0.83, 1.05, -1.19, -1.08, -0.95, 1.13, -0.86, -0.88, -1.28, 1.00, -1.19, -1.22, -0.96, 0.35, 0.53, -0.10, 0.38, 0.29, 0.21, 0.45, 0.17, 0.25, -0.04, 0.35, 0.48, 0.03, 0.47, 0.33, 0.25, 0.29, 0.40, 0.29, 0.42, 0.21, 0.20, 0.41, 0.54, 0.28, 0.51, 0.03],
  "orbital_gap_ev": 6.58,
  "homo_energy_ev": -4.81,
  "relative_energy_ev": 0.000,
  "total_energy_ha": -5686.288243,
  "lumo_ev": 1.774,
  "total_charge": -1
}

{
  "formula": "C38H52AuN2O2P2",
  "method": "ωB97M-V/def2-TZVPD",
  "symbols": ["Au", "C", "C", "C", "C", "C", "C", "H", "H", "H", "C", "H", "H", "H", "C", "H", "H", "H", "C", "H", "H", "H", "C", "H", "H", "H", "C", "C", "C", "C", "C", "C", "C", "C", "H", "H", "H", "H", "H", "H", "H", "H", "H", "H", "H", "H", "P", "C", "C", "P", "C", "C", "C", "H", "H", "H", "H", "H", "H", "H", "H", "H", "H", "H", "H", "H", "H", "O", "C", "N", "C", "C", "O", "N", "C", "C", "C", "C", "C", "C", "C", "C", "C", "C", "C", "C", "H", "H", "H", "H", "H", "H", "H", "H", "H", "H", "H"],
  "coordinates": [[-2.27935, 0.64302, -0.69527], [-2.04711, 2.70919, 1.52887], [-3.00318, 1.61762, 1.19386], [-1.65360, 1.00245, 3.01619], [-1.23442, 2.31119, 2.58009], [-2.73899, 0.60404, 2.25275], [-2.06723, 4.07938, 0.97746], [-2.68837, 4.14794, 0.07713], [-1.04898, 4.41248, 0.71299], [-2.45965, 4.79898, 1.72268], [-0.19675, 3.10661, 3.25608], [-0.00741, 4.04973, 2.72393], [0.74921, 2.54228, 3.30994], [-0.48401, 3.35438, 4.29131], [-1.07051, 0.29010, 4.18137], [-1.53600, 0.59366, 5.13204], [0.00181, 0.50032, 4.25246], [-1.19621, -0.79486, 4.07226], [-3.59774, -0.56001, 2.56928], [-4.16964, -0.37317, 3.49871], [-2.99026, -1.46366, 2.73800], [-4.31730, -0.77307, 1.76985], [-4.42864, 1.97954, 0.88626], [-4.92673, 2.40680, 1.77253], [-4.99635, 1.09448, 0.57532], [-4.49034, 2.72315, 0.08342], [-0.36292, 0.60966, -5.54788], [-1.38127, 1.48448, -5.73711], [-2.66616, 1.16251, -6.41738], [-3.11840, -0.31459, -6.33028], [-2.89557, -0.98954, -5.00470], [-1.87829, -1.85391, -4.80684], [-0.66721, -1.96273, -5.68915], [-0.18770, -0.64966, -6.35171], [-2.55184, 1.41889, -7.48222], [-2.65830, -0.87916, -7.15611], [-3.47603, 1.79983, -6.02733], [-0.63561, -0.54948, -7.35510], [0.51010, 0.90752, -4.94804], [-1.19554, 2.56552, -5.66946], [0.89244, -0.76858, -6.53217], [0.15712, -2.36740, -5.08346], [-1.87774, -2.62673, -4.03481], [-0.84807, -2.70497, -6.48260], [-4.19970, -0.33221, -6.54247], [-3.69226, -0.85756, -4.27488], [-0.44045, 1.24345, -2.03929], [1.16764, 1.84883, -1.50485], [-1.34831, 2.51919, -2.95002], [-1.70269, -1.41852, -1.68035], [-0.39234, -0.49269, -2.68729], [-3.34843, -2.08162, -2.11000], [-0.81184, -2.60679, -0.66687], [1.49120, 1.32172, -0.58568], [1.04868, 2.92482, -1.29722], [1.90299, 1.71649, -2.32064], [-1.47898, 2.12737, -3.95605], [-0.78679, 3.45835, -2.98609], [-2.35715, 2.67313, -2.54042], [-0.89105, -3.58552, -1.16190], [-1.26148, -2.64595, 0.33462], [0.25396, -2.30981, -0.58219], [0.59547, -0.97576, -2.59510], [-0.70265, -0.43953, -3.73139], [-3.77091, -2.55490, -1.21291], [-3.34776, -2.81170, -2.92413], [-3.99664, -1.24071, -2.38295], [1.92270, -1.42300, -0.53944], [2.27241, -0.94258, 0.54926], [3.39034, -1.38823, 1.25967], [3.35041, -0.93202, 2.61357], [2.27289, 0.18964, 2.44774], [2.04336, 0.99017, 3.36906], [1.67893, 0.10047, 1.23396], [2.81460, -1.99520, 3.56724], [2.45438, -1.60175, 4.85777], [1.93221, -2.52510, 5.76601], [1.76851, -3.86079, 5.38385], [2.13902, -4.26086, 4.09635], [2.65918, -3.33237, 3.18280], [4.68623, -0.32668, 3.03056], [5.37691, -0.70495, 4.19176], [6.53888, -0.01399, 4.56576], [7.04115, 1.00963, 3.76402], [6.38631, 1.34250, 2.56979], [5.22193, 0.65830, 2.19674], [3.84820, -2.23557, 0.93996], [2.58649, -0.55894, 5.14747], [1.65383, -2.18700, 6.76670], [1.34748, -4.58679, 6.08497], [2.02354, -5.30082, 3.77687], [2.93773, -3.66530, 2.18163], [5.00163, -1.51929, 4.81393], [7.03275, -0.28892, 5.50392], [7.93410, 1.55342, 4.06773], [6.75545, 2.13554, 1.92367], [4.71665, 0.90613, 1.26156]],
  "forces_ev_per_angstrom": [[0.1, -0.4, 2.4], [-1.6, -0.7, -0.7], [1.0, 0.6, -0.2], [0.9, 1.7, 0.1], [0.0, -2.0, 1.5], [-0.4, 0.6, -0.5], [0.0, 0.4, -0.5], [0.1, 0.0, 0.2], [-0.3, -0.1, 0.2], [0.2, -0.3, -0.3], [0.6, 0.6, 0.0], [-0.1, -0.2, 0.2], [-0.3, 0.1, 0.0], [0.0, -0.1, -0.3], [0.3, -0.4, 0.1], [0.0, 0.0, -0.3], [-0.1, 0.0, 0.0], [0.0, 0.2, 0.1], [-0.2, -0.4, -0.1], [0.3, -0.1, -0.3], [-0.2, 0.3, 0.0], [0.1, 0.1, 0.2], [-0.7, 0.2, 0.1], [0.0, -0.1, -0.2], [0.0, 0.3, 0.0], [-0.1, -0.2, 0.1], [-0.2, 1.3, -0.8], [1.3, -0.4, -1.1], [-0.4, -0.3, -0.5], [-0.1, 0.5, -0.5], [0.4, -1.1, -0.3], [-0.8, -0.1, -0.7], [0.1, -0.3, -0.3], [0.1, -0.7, 0.0], [-0.2, 0.1, 0.2], [-0.1, 0.0, 0.5], [0.4, 0.0, -0.1], [0.1, 0.2, 0.5], [-0.2, 0.2, -0.5], [-0.1, -0.5, 0.7], [-0.3, 0.1, 0.0], [-0.2, 0.0, -0.1], [0.0, 0.6, 0.0], [0.1, 0.1, 0.2], [0.3, -0.1, 0.1], [0.1, -0.3, -0.2], [-0.1, -0.6, 1.3], [0.2, 0.2, -0.1], [-0.1, -0.2, -0.4], [0.4, 1.8, 1.1], [-0.2, -0.3, -1.0], [-0.2, -0.3, -0.8], [0.0, -0.3, 0.1], [-0.2, 0.1, -0.3], [0.1, -0.4, 0.0], [-0.2, 0.0, 0.4], [-0.1, 0.3, 0.2], [-0.1, -0.2, 0.1], [0.5, 0.1, 0.1], [0.0, 0.1, 0.2], [0.1, -0.1, -0.3], [-0.5, 0.0, 0.0], [-0.3, 0.3, 0.1], [0.2, -0.1, 0.3], [0.4, 0.2, 0.0], [-0.2, 0.0, 0.3], [0.2, -0.3, 0.1], [0.1, 0.4, 0.1], [0.7, 0.2, 1.0], [-0.6, -0.5, -1.6], [0.2, -0.1, 0.1], [-0.1, 0.4, 0.7], [0.1, -0.7, -1.1], [-0.2, -0.3, -0.2], [-0.1, -0.1, 0.1], [-0.2, -0.2, 0.3], [0.1, 0.0, -0.3], [0.0, 0.0, -0.1], [0.0, 0.2, -0.1], [-0.1, 0.1, 0.5], [0.3, -0.1, 0.3], [0.0, 0.5, -0.3], [-0.2, -0.2, -0.1], [-0.2, 0.0, -0.1], [-0.4, -0.5, 0.1], [0.5, 0.3, 0.4], [-0.1, 0.3, 0.3], [-0.1, -0.3, -0.1], [0.1, -0.2, -0.3], [0.2, 0.2, -0.2], [0.0, 0.3, 0.2], [-0.1, 0.1, 0.3], [0.1, 0.3, -0.2], [-0.1, 0.1, -0.4], [-0.2, -0.1, -0.1], [0.1, -0.1, 0.2], [0.1, 0.0, 0.3]],
  "mulliken_spin": [0.21, 0.22, 0.19, 0.17, 0.24, 0.09, 0.01, 0.00, 0.01, 0.03, 0.00, 0.00, 0.01, 0.01, 0.02, 0.01, 0.00, 0.00, -0.03, 0.03, 0.02, 0.00, 0.00, 0.00, 0.01, 0.00, 0.02, -0.01, 0.00, 0.00, 0.00, 0.01, 0.00, 0.00, 0.00, 0.00, 0.00, 0.00, -0.01, 0.00, 0.00, 0.00, -0.01, 0.00, 0.00, 0.00, 0.37, 0.04, 0.04, 0.19, 0.00, 0.01, 0.01, -0.02, 0.00, 0.02, 0.00, 0.00, 0.02, 0.01, 0.00, 0.00, 0.00, 0.03, 0.01, 0.01, 0.00, 0.00, 0.00, 0.00, 0.00, 0.00, 0.00, 0.00, 0.00, 0.00, 0.00, 0.00, 0.00, 0.00, 0.00, 0.00, 0.00, 0.00, 0.00, 0.00, 0.00, 0.00, 0.00, 0.00, 0.00, 0.00, 0.00, 0.00, 0.00, 0.00, 0.00],
  "orbital_gap_ev": [6.72, 5.03],
  "multiplicity": 3,
  "homo_energy_ev": [-9.97, -9.97],
  "relative_energy_ev": 1.705,
  "s_squared": 2.019,
  "total_energy_ha": -2557.204486,
  "lumo_ev": [-3.251, -4.939],
  "total_charge": 1
}